1.
This record from the Open Molecules 2025 dataset describes a structure of composition C28H33N6O6SSc. The level of theory is ωB97M-V/def2-TZVPD.

Properties
- energy above the lowest of the compared OMol25 structures with the same formula, charge and spin (kJ/mol) = 33.5

ORCA input file:
```
! wB97M-V def2-TZVPD RIJCOSX def2/J DEFGRID3
* xyz 0 1
Sc 0.465 -0.352 -0.473
O -4.730 -1.529 3.885
C -4.678 -0.422 3.333
O -5.401 0.578 3.421
C -3.577 -0.312 2.318
C -3.699 -0.900 1.054
C -2.670 -0.819 0.148
N -1.520 -0.180 0.422
C -1.406 0.409 1.631
C -2.386 0.372 2.591
C -0.098 1.137 1.860
O -0.045 2.132 2.540
O 0.916 0.617 1.183
H -4.603 -1.435 0.801
H -2.730 -1.283 -0.831
H -2.236 0.874 3.534
N 5.463 -2.828 -4.840
C 5.808 -2.256 -3.674
S 7.331 -2.184 -3.096
C 4.640 -1.646 -2.932
C 4.689 -1.550 -1.547
C 3.606 -1.018 -0.874
N 2.522 -0.560 -1.514
C 2.488 -0.624 -2.848
C 3.517 -1.167 -3.596
H 6.184 -3.281 -5.378
H 4.504 -3.020 -5.078
H 5.556 -1.904 -1.008
H 3.588 -0.963 0.209
H 1.593 -0.247 -3.331
H 3.431 -1.172 -4.673
C -1.784 3.638 0.495
N -1.323 2.937 -0.700
C -2.364 2.216 -1.410
C -0.021 2.738 -0.980
N 0.349 1.612 -1.571
N 0.865 3.692 -0.606
C 0.551 5.109 -0.655
C 2.262 3.369 -0.403
H -2.412 2.957 1.072
H -2.371 4.520 0.229
H -0.940 3.919 1.119
H -3.142 2.926 -1.699
H -2.812 1.450 -0.770
H -1.949 1.746 -2.299
H 1.282 1.739 -1.968
H -0.474 5.258 -0.974
H 1.213 5.603 -1.372
H 0.688 5.576 0.322
H 2.858 3.551 -1.304
H 2.359 2.334 -0.081
H 2.652 4.000 0.396
C -0.559 -8.467 -1.208
C -0.324 -6.988 -1.098
C -0.488 -6.337 0.116
C -0.298 -4.966 0.251
C -0.524 -4.342 1.602
C 0.048 -4.236 -0.895
C 0.203 -4.861 -2.138
C 0.589 -4.121 -3.391
C 0.032 -6.236 -2.210
C 0.241 -2.779 -0.782
O -0.151 -1.983 -1.703
O 0.788 -2.269 0.251
H -0.269 -8.979 -0.292
H -0.002 -8.899 -2.037
H -1.616 -8.676 -1.377
H -0.778 -6.909 0.989
H -0.989 -5.068 2.265
H -1.183 -3.473 1.549
H 0.409 -4.005 2.049
H 1.488 -3.519 -3.241
H -0.196 -3.441 -3.716
H 0.788 -4.836 -4.188
H 0.173 -6.732 -3.163
*
```


2.
This record from the Open Molecules 2025 dataset describes a structure of composition C28H34AuBClN11O. The level of theory is ωB97M-V/def2-TZVPD.

Properties
- energy above the lowest of the compared OMol25 structures with the same formula, charge and spin (kJ/mol) = 0.0
- expectation value of S² = 0.7672

ORCA input file:
```
! wB97M-V def2-TZVPD RIJCOSX def2/J DEFGRID3
* xyz 3 2
Au 0.954 0.426 -0.901
C 3.370 -3.077 -0.497
C 2.870 -2.180 -1.435
N 2.663 -0.995 -0.862
N 2.997 -1.106 0.457
C 3.423 -2.359 0.685
B 2.845 0.095 1.465
N 3.142 1.392 0.614
C 4.078 2.342 0.718
C 3.840 3.306 -0.253
C 2.708 2.887 -0.931
N 2.302 1.737 -0.369
N 1.339 0.276 1.944
C 0.791 0.267 3.167
C -0.577 0.484 3.061
C -0.826 0.624 1.709
N 0.331 0.474 1.053
N 3.809 -0.012 2.579
C 5.111 -0.436 2.557
C 5.705 -0.025 3.717
C 4.690 0.672 4.408
N 3.574 0.701 3.721
H 3.689 -4.092 -0.654
H 2.667 -2.317 -2.484
H 3.765 -2.649 1.665
H 4.833 2.275 1.484
H 4.401 4.207 -0.428
H 2.169 3.345 -1.744
H 1.428 0.131 4.023
H -1.285 0.548 3.867
H -1.742 0.820 1.178
H 5.519 -0.972 1.716
H 6.717 -0.207 4.033
H 4.739 1.151 5.372
C -0.461 -3.115 -4.813
C -1.350 -4.355 -4.630
C -2.759 -4.002 -5.113
C -0.778 -5.453 -5.538
C -1.363 -4.837 -3.144
O -0.043 -4.760 -2.592
C -1.825 -6.305 -2.904
C -3.315 -6.710 -2.978
C -3.887 -7.189 -4.274
C -5.160 -6.737 -4.706
C -5.746 -7.251 -5.825
C -5.062 -8.259 -6.561
Cl -5.770 -8.906 -7.922
C -3.786 -8.730 -6.140
C -3.222 -8.198 -5.020
C -2.182 -3.961 -2.184
N -1.663 -2.604 -2.005
C -0.547 -2.206 -1.421
N -0.504 -0.870 -1.481
C -1.652 -0.514 -2.138
N -2.366 -1.549 -2.465
H -0.510 -2.805 -5.856
H 0.582 -3.326 -4.581
H -0.789 -2.261 -4.220
H -2.736 -3.790 -6.182
H -3.157 -3.115 -4.618
H -3.467 -4.818 -4.969
H -0.602 -5.046 -6.533
H -1.461 -6.295 -5.656
H 0.181 -5.842 -5.185
H 0.533 -5.376 -3.060
H -1.506 -6.512 -1.880
H -1.230 -6.971 -3.528
H -3.969 -5.959 -2.536
H -3.411 -7.588 -2.322
H -5.673 -5.980 -4.127
H -6.717 -6.923 -6.168
H -3.306 -9.512 -6.712
H -2.266 -8.570 -4.675
H -2.193 -4.429 -1.200
H -3.206 -3.821 -2.518
H 0.181 -2.861 -0.972
H -1.945 0.502 -2.348
*
```


3.
This record from the Open Molecules 2025 dataset describes a cluster of 5 separate species, C28H34BClF32N2O5PS in total in a non-equilibrium geometry. The level of theory is ωB97M-V/def2-TZVPD.

ORCA input file:
```
! wB97M-V def2-TZVPD RIJCOSX def2/J DEFGRID3
* xyz 1 1
C 3.616 -1.627 1.483
B 4.809 -2.630 1.606
O 5.774 -2.593 0.644
C 4.949 -3.716 2.768
C 3.609 -4.219 3.314
N 3.415 -3.836 4.746
P 1.703 -4.115 5.295
S 1.744 -5.267 6.843
C 3.761 -2.411 5.002
C 5.249 -2.148 4.776
Cl 5.507 -0.529 4.141
C 5.856 -3.258 3.933
C 7.281 -2.976 3.496
C 8.173 -3.484 4.571
N 8.402 -2.773 5.548
H 2.692 -2.160 1.360
H 3.519 -0.970 2.333
H 3.716 -1.011 0.624
H 5.923 -3.489 0.333
H 5.439 -4.571 2.338
H 2.765 -3.940 2.720
H 3.628 -5.292 3.311
H 3.954 -4.439 5.362
H 1.035 -4.753 4.241
H 1.161 -2.864 5.619
H 3.502 -2.198 6.023
H 3.197 -1.740 4.384
H 5.726 -2.189 5.732
H 5.917 -4.120 4.583
H 7.537 -3.492 2.596
H 7.504 -1.932 3.408
H 8.602 -4.475 4.524
H 9.015 -3.255 6.198
C 2.722 1.698 -2.977
C 2.461 0.895 -1.693
C 1.949 -0.533 -1.875
F 0.756 -0.552 -2.490
F 1.785 -1.118 -0.649
F 1.631 1.584 -0.885
F 3.659 0.795 -1.041
O 1.710 2.596 -3.374
C 0.666 2.137 -4.136
C -0.662 2.309 -3.406
F -0.667 1.612 -2.254
F -1.680 1.840 -4.168
F 0.865 0.864 -4.523
F 0.623 2.892 -5.252
H 3.575 2.335 -2.754
H 3.042 1.057 -3.799
H 2.655 -1.138 -2.450
H -0.842 3.362 -3.178
C -2.137 -5.707 -0.239
C -2.321 -5.186 -1.674
C -1.506 -5.885 -2.762
F -0.178 -5.737 -2.539
F -1.791 -5.323 -3.955
F -2.089 -3.857 -1.698
F -3.627 -5.372 -1.989
O -1.249 -4.965 0.586
C 0.081 -5.230 0.552
C 0.867 -4.011 0.082
F 0.504 -3.665 -1.156
F 2.200 -4.308 0.061
F 0.360 -6.314 -0.182
F 0.477 -5.499 1.834
H -3.106 -5.593 0.241
H -1.921 -6.774 -0.214
H -1.749 -6.950 -2.811
H 0.701 -3.161 0.749
C -2.648 6.632 -5.141
C -2.992 5.788 -3.903
C -3.629 4.425 -4.158
F -4.819 4.539 -4.776
F -3.851 3.796 -2.973
F -3.762 6.510 -3.066
F -1.812 5.545 -3.250
O -3.572 7.638 -5.489
C -4.648 7.323 -6.282
C -5.963 7.569 -5.545
F -6.030 6.799 -4.440
F -6.992 7.239 -6.353
F -4.563 6.064 -6.746
F -4.610 8.146 -7.348
H -1.744 7.177 -4.879
H -2.381 6.011 -5.995
H -2.976 3.786 -4.759
H -6.049 8.618 -5.255
C -4.024 3.679 2.588
C -5.355 4.109 3.226
C -6.349 2.995 3.554
F -6.738 2.347 2.436
F -7.449 3.537 4.125
F -5.942 5.043 2.454
F -5.043 4.707 4.412
O -3.926 3.806 1.187
C -4.377 2.791 0.382
C -5.521 3.266 -0.509
F -6.562 3.681 0.243
F -5.949 2.241 -1.280
F -4.721 1.707 1.106
F -3.348 2.427 -0.411
H -3.281 4.375 2.972
H -3.710 2.693 2.929
H -5.912 2.277 4.255
H -5.199 4.087 -1.148
*
```


4.
This record from the Open Molecules 2025 dataset describes a structure of composition C28H34BrCl3N8O6SSiZr in a non-equilibrium geometry. The level of theory is ωB97M-V/def2-TZVPD.

Properties
- energy above the lowest of the compared OMol25 structures with the same formula, charge and spin (kJ/mol) = 263.7

ORCA input file:
```
! wB97M-V def2-TZVPD RIJCOSX def2/J DEFGRID3
* xyz 0 1
Zr -1.349 0.249 -0.164
N -3.647 4.079 -1.291
C -3.179 2.982 -0.604
S -3.562 1.418 -1.240
N -2.450 3.233 0.446
N -2.045 2.057 1.051
C -1.772 2.137 2.301
C -1.621 0.972 3.156
C -1.273 1.142 4.501
C -1.288 0.084 5.384
C -1.709 -1.169 4.932
C -2.075 -1.359 3.616
C -1.992 -0.307 2.697
O -2.289 -0.513 1.421
H -4.414 3.895 -1.915
H -3.726 4.920 -0.738
H -1.783 3.121 2.768
H -0.993 2.133 4.840
H -1.002 0.229 6.417
H -1.761 -2.001 5.623
H -2.408 -2.325 3.256
C -0.455 4.079 -2.390
C -0.354 2.587 -2.563
O -0.755 1.821 -1.690
N 0.232 2.154 -3.692
C 0.361 0.757 -4.076
C -0.846 0.213 -4.808
C -0.701 -0.684 -5.859
C -1.844 -1.210 -6.440
C -3.081 -0.817 -5.957
C -3.119 0.101 -4.916
N -2.028 0.609 -4.357
H -0.827 4.288 -1.390
H -1.152 4.494 -3.118
H 0.523 4.540 -2.532
H 0.503 2.853 -4.362
H 0.516 0.173 -3.169
H 1.245 0.659 -4.705
H 0.284 -0.975 -6.202
H -1.768 -1.915 -7.258
H -3.999 -1.206 -6.375
H -4.062 0.442 -4.502
C 0.889 -4.128 1.632
N 1.448 -3.209 2.601
C 1.367 -3.694 3.972
C 1.249 -1.842 2.384
N 0.392 -1.359 1.559
N 2.064 -1.034 3.142
C 3.413 -1.432 3.494
C 1.866 0.399 3.127
H 1.414 -5.081 1.710
H 1.027 -3.742 0.623
H -0.180 -4.313 1.795
H 0.382 -4.135 4.166
H 1.514 -2.874 4.669
H 2.125 -4.458 4.158
H -0.209 -2.094 1.199
H 3.573 -2.485 3.286
H 3.604 -1.245 4.555
H 4.139 -0.851 2.914
H 0.860 0.630 2.799
H 2.573 0.885 2.444
H 2.024 0.798 4.132
O -1.898 -1.189 -1.485
O -1.623 -2.332 -0.596
Br 7.128 1.798 -1.547
C 5.312 1.415 -1.169
C 4.769 0.219 -1.613
C 3.437 -0.051 -1.343
C 2.668 0.861 -0.630
C 3.232 2.050 -0.184
C 4.560 2.337 -0.456
C 1.231 0.581 -0.371
O 0.579 1.304 0.427
O 0.653 -0.361 -0.984
H 5.378 -0.485 -2.161
H 2.980 -0.973 -1.679
H 2.620 2.744 0.376
H 5.009 3.261 -0.121
Cl -3.200 -4.000 -2.539
Si -3.069 -3.138 -0.711
Cl -4.742 -2.082 -0.343
Cl -2.895 -4.628 0.669
*
```


5.
This record from the Open Molecules 2025 dataset describes a structure of composition C28H34IrN6O in a non-equilibrium geometry. The level of theory is ωB97M-V/def2-TZVPD.

Properties
- energy above the lowest of the compared OMol25 structures with the same formula, charge and spin (kJ/mol) = 37.2

ORCA input file:
```
! wB97M-V def2-TZVPD RIJCOSX def2/J DEFGRID3
* xyz 3 1
Ir 0.017 -0.150 -0.332
C -1.033 -1.653 -2.677
N -1.575 -0.861 -1.522
C -2.238 0.344 -2.077
C -1.190 1.344 -2.502
C -1.411 2.241 -3.526
C -0.500 3.268 -3.741
C 0.595 3.371 -2.901
C 0.779 2.417 -1.919
N -0.072 1.396 -1.735
C -2.457 -1.667 -0.636
C -1.660 -2.390 0.421
C -2.118 -3.548 1.019
C -1.417 -4.081 2.092
C -0.269 -3.439 2.532
C 0.150 -2.301 1.872
N -0.531 -1.783 0.839
C 0.344 -2.179 -2.417
C 0.921 -3.163 -3.202
C 2.195 -3.604 -2.898
C 2.834 -3.080 -1.779
C 2.203 -2.105 -1.044
N 0.988 -1.620 -1.384
H -0.993 -1.003 -3.553
H -1.725 -2.461 -2.920
H -2.842 0.790 -1.287
H -2.911 0.091 -2.899
H -2.301 2.150 -4.135
H -0.658 3.983 -4.538
H 1.308 4.178 -3.001
H 1.623 2.473 -1.250
H -3.078 -2.357 -1.209
H -3.131 -0.973 -0.127
H -3.019 -4.023 0.654
H -1.762 -4.985 2.574
H 0.304 -3.818 3.367
H 1.059 -1.789 2.155
H 0.365 -3.582 -4.030
H 2.672 -4.363 -3.502
H 3.809 -3.430 -1.473
H 2.654 -1.707 -0.149
C -2.565 0.390 3.227
N -2.876 1.436 2.251
C -4.049 2.265 2.570
C -2.092 1.701 1.227
C -2.414 2.885 0.360
O -1.023 1.031 1.049
H -2.425 0.849 4.205
H -1.660 -0.130 2.937
H -3.397 -0.310 3.285
H -4.684 1.702 3.247
H -4.621 2.498 1.676
H -3.749 3.190 3.061
H -2.482 3.782 0.977
H -3.377 2.782 -0.143
H -1.623 3.030 -0.369
C 5.404 1.676 2.520
C 4.131 1.284 1.844
C 4.055 1.083 0.466
C 2.863 0.720 -0.120
N 1.729 0.549 0.586
C 1.786 0.761 1.916
C 2.946 1.117 2.564
H 6.256 1.610 1.849
H 5.585 1.048 3.392
H 5.328 2.705 2.879
H 4.930 1.208 -0.159
H 2.801 0.550 -1.187
H 0.849 0.666 2.448
H 2.925 1.276 3.634
*
```


6.
This record from the Open Molecules 2025 dataset describes a structure of composition C28H35AsN5O3SeTa in a non-equilibrium geometry. The level of theory is ωB97M-V/def2-TZVPD.

Properties
- energy above the lowest of the compared OMol25 structures with the same formula, charge and spin (kJ/mol) = 100.8

ORCA input file:
```
! wB97M-V def2-TZVPD RIJCOSX def2/J DEFGRID3
* xyz 2 1
Ta 0.133 -0.351 0.837
C -1.531 -4.016 2.991
C -0.745 -2.812 2.614
N -1.130 -1.977 1.704
N -2.287 -2.204 1.052
C -2.575 -1.261 0.185
O -1.822 -0.203 0.051
C -3.748 -1.464 -0.667
C -4.091 -0.502 -1.618
C -5.163 -0.715 -2.465
C -5.902 -1.886 -2.366
C -5.570 -2.846 -1.418
C -4.498 -2.640 -0.571
C 0.505 -2.450 3.272
C 0.902 -3.009 4.482
C 2.036 -2.528 5.110
C 2.752 -1.498 4.515
C 2.309 -1.006 3.303
N 1.224 -1.477 2.682
H -2.211 -4.265 2.182
H -2.135 -3.817 3.881
H -0.878 -4.863 3.199
H -3.513 0.411 -1.681
H -5.432 0.029 -3.202
H -6.742 -2.050 -3.028
H -6.151 -3.755 -1.342
H -4.220 -3.375 0.169
H 0.309 -3.797 4.924
H 2.350 -2.938 6.061
H 3.639 -1.088 4.976
H 2.840 -0.203 2.808
C 4.274 0.839 0.758
As 2.710 -0.147 0.053
C 3.481 -1.944 0.141
C 2.947 0.048 -1.909
C 2.434 1.287 -2.584
C 2.993 2.533 -2.312
C 2.560 3.666 -2.984
C 1.572 3.564 -3.955
C 1.016 2.324 -4.240
C 1.440 1.195 -3.553
H 5.018 0.888 -0.033
H 4.692 0.287 1.597
H 4.013 1.846 1.077
H 4.487 -1.930 -0.274
H 2.857 -2.616 -0.444
H 3.525 -2.309 1.166
H 2.467 -0.837 -2.328
H 4.023 -0.039 -2.058
H 3.796 2.609 -1.587
H 3.014 4.625 -2.773
H 1.264 4.442 -4.507
H 0.269 2.233 -5.019
H 1.014 0.227 -3.797
C -0.251 4.215 -0.400
N -1.006 3.276 -1.219
C -1.972 3.846 -2.146
C -0.756 1.994 -1.203
O 0.141 1.464 -0.495
H -0.941 4.857 0.146
H 0.380 4.836 -1.037
H 0.374 3.666 0.296
H -2.546 4.620 -1.640
H -2.652 3.077 -2.505
H -1.456 4.294 -2.997
H -1.375 1.383 -1.862
Se -1.023 -3.269 -2.598
C -0.221 -2.400 -1.394
N 0.332 -1.735 -0.551
C -0.320 1.560 3.353
O -0.092 0.819 2.179
H 0.092 2.564 3.248
H 0.161 1.068 4.202
H -1.389 1.634 3.548
*
```


Total energy values, unit eV, following the record order: -82339.4059; -64890.9125; -163081.5514; -181406.7037; -43394.2664; -170923.5242.